Density functional theory data (ωB97M-V/def2-TZVPD) for a molecular structure, C15H27Cl9O3 in a non-equilibrium geometry.

Geometry as XYZ:
```
54
Properties=species:S:1:pos:R:3
C -1.427 3.380 2.238
Cl -0.608 3.147 3.821
Cl -0.594 2.334 1.068
Cl -1.203 5.115 1.936
H -2.460 3.100 2.449
C -1.939 0.729 -1.380
Cl -0.228 1.090 -1.146
Cl -2.677 0.510 0.265
Cl -2.041 -0.835 -2.291
H -2.375 1.605 -1.861
C 0.975 0.839 1.114
Cl -0.073 -0.090 2.120
Cl 1.913 -0.245 -0.007
Cl 2.041 1.982 2.041
H 0.327 1.471 0.506
C -3.686 0.399 2.084
C -2.379 -0.173 2.552
C -2.035 0.778 3.698
O -3.255 1.102 4.256
C -4.266 0.912 3.354
H -4.202 -0.440 1.618
H -3.639 1.193 1.339
H -1.626 0.077 1.804
H -2.342 -1.240 2.771
H -1.592 1.712 3.351
H -1.413 0.291 4.449
H -4.703 1.895 3.179
H -5.083 0.272 3.687
C 2.528 -1.170 -3.075
C 2.801 -0.199 -4.238
C 3.835 0.784 -3.692
O 3.541 0.840 -2.341
C 3.205 -0.474 -1.860
H 2.910 -2.158 -3.335
H 1.464 -1.391 -2.982
H 1.965 0.497 -4.299
H 3.097 -0.574 -5.218
H 3.788 1.801 -4.080
H 4.853 0.404 -3.774
H 2.582 -0.509 -0.967
H 4.155 -0.916 -1.559
C 0.346 -1.566 -1.454
C 1.731 -2.236 -1.181
C 1.522 -2.951 0.186
O 0.102 -2.991 0.336
C -0.444 -1.781 -0.148
H -0.290 -2.000 -2.226
H 0.424 -0.499 -1.667
H 2.538 -1.504 -1.150
H 1.945 -2.936 -1.988
H 1.928 -2.500 1.091
H 1.972 -3.942 0.226
H -0.387 -1.016 0.627
H -1.520 -1.923 -0.246
```

Largest force on an atom   0.358 Eh/bohr
HOMO energy   -8.5 eV

Results of the Löwdin charge analysis, in e, for atoms 1 through 2: number 1, C, carries -1.276; number 2, Cl, carries 0.614